[1]
This record from OMol25 describes 16 unconnected molecules or ions with the total composition H31O16 at a distorted geometry. The level of theory is ωB97M-V with the def2-TZVPD basis set.

- charge = -1
- lowest unoccupied orbital energy (eV) = 2.19
- HOMO energy (eV) = -6.72
- energy relative to the best compared isomer or geometry (same formula, charge and spin) (eV) = 8.029

Positions of all 47 atoms, in Å:
H  -1.3214  0.8243  0.7787
H  0.5551  1.6043  -0.7016
H  -0.8646  -1.4126  -3.0174
H  1.0452  0.0615  2.7108
H  0.8382  1.5157  0.9495
O  -2.5282  -3.4723  2.5007
H  -3.7239  -2.7501  -2.3166
H  -0.3822  -0.2654  1.9203
H  -0.8713  2.5083  3.7850
O  0.8951  -1.6661  -0.3007
H  -1.9061  -0.4740  2.0985
H  1.1583  2.4465  2.2722
H  -1.9325  -4.1379  -1.5765
H  3.0093  3.6117  -2.1418
O  1.3753  0.6961  -4.8706
O  0.9714  1.1980  0.0484
O  1.4973  2.3332  3.1966
H  -1.9576  -2.7121  2.7963
H  2.6506  0.4811  4.4554
H  0.6696  1.2915  -4.7597
H  -0.5817  -1.2104  -1.6187
O  3.8709  3.1371  -1.9227
H  0.8137  -1.2620  0.6408
O  -2.2377  -4.1585  -2.4051
H  -2.8955  -3.3099  1.7382
O  -1.4111  1.8388  0.2322
O  -0.0547  3.5826  -1.0727
H  2.8121  -1.9182  -3.0246
O  -1.3294  -0.7109  1.5838
O  -1.2483  -1.6340  -2.1827
O  0.3517  0.1422  3.2592
O  -4.3951  -2.1446  -2.7027
H  -1.0783  1.0753  3.6703
H  2.4476  -0.5965  5.3575
H  2.0943  -1.1860  -4.4089
H  -1.6026  -3.7338  -2.9626
H  -1.9910  1.9452  0.8241
O  -1.6110  1.8429  3.6452
H  1.4053  -2.5362  -0.2401
H  1.8221  0.8586  -5.6659
H  3.3927  2.5193  -1.3437
H  -4.2424  -1.4992  -2.0354
H  -0.2240  3.0418  -0.2925
O  2.9593  -1.4742  -3.9727
H  0.8006  1.5937  3.3395
H  -0.0131  4.4253  -0.8312
O  2.9680  -0.3103  4.5640

***

[2]
This record from OMol25 describes a molecular structure, CH3NO3P at a distorted geometry. The level of theory is ωB97M-V with the def2-TZVPD basis set.

- charge = -1
- lowest unoccupied orbital energy (eV) = 4.37
- HOMO energy (eV) = -4.06
- energy relative to the best compared isomer or geometry (same formula, charge and spin) (eV) = 4.735

Positions of all 9 atoms, in Å:
N  -2.4480  -0.7982  -0.1620
O  -3.1194  -1.7345  0.3312
H  2.2939  0.5089  -0.3141
H  1.1629  -0.6505  0.1565
O  0.0499  1.1982  -1.7438
C  1.5612  0.2980  0.3755
O  -1.2786  -0.6295  0.3642
H  1.8890  0.6084  1.2799
P  -0.1108  1.1991  -0.2874

***

[3]
This record from OMol25 describes a molecular structure, C2H2NO2S at a distorted geometry. The level of theory is ωB97M-V with the def2-TZVPD basis set.

- charge = -1
- lowest unoccupied orbital energy (eV) = 4.08
- HOMO energy (eV) = -4.02
- energy relative to the best compared isomer or geometry (same formula, charge and spin) (eV) = 5.456

Positions of all 8 atoms, in Å:
H  0.9396  1.3137  1.0934
C  1.2979  -0.2688  -0.5931
N  0.6965  -0.9204  1.1081
O  -0.0278  -1.6202  -2.4546
C  0.9052  0.2580  0.6565
O  -0.9091  0.6036  -2.2286
S  -0.1805  -0.5203  -1.5732
H  -1.0992  -0.9552  -0.6974

***

[4]
This record from OMol25 describes a single C19H20O6 molecule at a distorted geometry. The level of theory is ωB97M-V with the def2-TZVPD basis set.

- charge = 0
- SMILES string = CC1=C[C@H](O/C=C2/C(=O)O[C@@H]3C4=C(C[C@H]23)C(=O)CCC4(C)C)OC1=O
- lowest unoccupied orbital energy (eV) = 0.01
- HOMO energy (eV) = -9.23
- energy relative to the best compared isomer or geometry (same formula, charge and spin) (eV) = 0.708

Positions of all 45 atoms, in Å:
C  -1.8288  1.6913  -1.7242
H  4.8048  -4.7557  -2.9236
H  0.4651  -2.8184  2.0646
C  -1.0916  4.4269  1.5008
H  -3.5113  1.9309  1.1926
H  3.3428  -4.8344  -3.8538
C  0.4838  -0.7436  1.5547
H  -2.8005  2.7423  2.6316
C  -0.2792  -0.2535  2.6500
H  -0.8000  4.0579  2.5113
H  -1.7810  5.2877  1.6259
C  -2.3042  3.8719  -0.6458
C  -3.0614  2.8721  1.5735
C  -1.7944  3.3130  0.7239
H  -0.2066  4.7112  0.9629
C  0.8124  0.3947  0.7570
C  0.8286  -2.0809  1.3370
C  -0.8392  1.4175  -0.6808
C  1.5432  -3.8316  -0.1212
C  0.1653  1.5870  1.4720
H  3.7793  -6.2805  -2.9686
H  0.5327  -4.2152  0.0214
H  -3.7964  2.3176  -1.0529
H  -0.1881  -0.6392  -0.9476
H  0.9075  2.3347  1.7532
C  3.0386  -4.7903  -1.6663
C  -2.8887  2.7515  -1.5199
O  1.5109  -2.4380  0.2121
H  -3.0418  4.6839  -0.4819
H  -1.4843  4.3432  -1.1929
O  -0.5960  -1.0133  3.5633
C  0.2148  0.3441  -0.6825
O  -0.4660  1.0784  2.6567
H  1.8904  0.4575  0.7767
O  2.5269  -4.5129  0.6205
O  -1.9175  0.9121  -2.6547
H  -3.2104  3.1427  -2.4909
H  1.3333  -3.6624  -2.3894
C  -0.8428  2.1292  0.4858
H  -3.8526  3.6320  1.5257
C  1.9114  -4.0477  -1.5549
O  4.3355  -5.8232  -0.0056
H  0.9957  0.6061  -1.4093
C  3.3726  -5.0975  -0.2821
C  3.7873  -5.1989  -2.9245